{"formula": "C22H25Cl2N3O3", "method": "wB97M-V/def2-TZVPD", "species": ["O", "O", "O", "Cl", "Cl", "C", "C", "C", "C", "C", "C", "C", "C", "C", "C", "C", "C", "C", "C", "C", "N", "N", "N", "C", "C", "C", "C", "C", "C", "C", "H", "H", "H", "H", "H", "H", "H", "H", "H", "H", "H", "H", "H", "H", "H", "H", "H", "H", "H", "H", "H", "H", "H", "H", "H"], "coordinates": [[-6.35, 3.86, -2.04], [4.43, 2.22, 2.14], [3.98, -1.03, 5.01], [0.24, 1.83, -0.59], [-0.90, -0.38, -2.58], [-6.39, 2.80, -2.66], [4.42, 1.08, 2.58], [3.05, -1.41, 4.31], [2.62, -1.59, -2.30], [1.81, -2.38, -1.46], [3.76, -0.96, -1.77], [-2.21, 3.01, -0.83], [-3.53, 3.11, -1.30], [2.13, -2.54, -0.11], [4.08, -1.11, -0.41], [-1.40, 1.94, -1.21], [-1.90, 0.96, -2.08], [-4.04, 2.13, -2.16], [-3.22, 1.07, -2.54], [3.28, -1.90, 0.42], [2.14, -2.21, 4.86], [-5.29, 1.95, -2.76], [3.32, 0.35, 2.43], [-7.72, 2.45, -3.32], [5.68, 0.57, 3.25], [0.96, -2.82, 4.23], [-3.92, 0.13, -3.46], [-5.34, 0.70, -3.53], [3.62, -2.06, 1.89], [2.95, -1.03, 2.81], [2.37, -1.47, -3.34], [0.93, -2.86, -1.87], [4.37, -0.34, -2.41], [-1.82, 3.77, -0.16], [-4.14, 3.95, -0.99], [1.51, -3.14, 0.53], [4.96, -0.62, -0.01], [2.31, -2.42, 5.83], [2.60, 0.86, 1.94], [-7.59, 2.38, -4.41], [-8.09, 1.50, -2.94], [-8.46, 3.23, -3.11], [6.54, 1.08, 2.82], [5.63, 0.78, 4.31], [5.80, -0.50, 3.11], [1.25, -3.39, 3.35], [0.47, -3.49, 4.94], [0.25, -2.04, 3.94], [-3.45, 0.12, -4.44], [-3.93, -0.89, -3.05], [-5.62, 0.89, -4.57], [-6.05, 0.00, -3.08], [3.32, -3.06, 2.21], [4.70, -2.02, 2.01], [1.89, -1.09, 2.58]], "mulliken_charge": [-0.6149, -0.6887, -0.6636, -0.1219, -0.1575, 0.7940, 0.6867, 0.2187, -0.4945, -0.6789, -0.8102, -0.6905, -0.6463, -0.2708, -0.2076, 0.2886, -0.1755, -0.4223, 1.0955, 0.4640, -0.1719, 0.2464, 0.0268, -1.2124, -0.9683, -0.7681, -0.7342, -0.8111, -0.9808, -0.0850, 0.4044, 0.4963, 0.4008, 0.4237, 0.4678, 0.3314, 0.3725, 0.3081, 0.1364, 0.3077, 0.3079, 0.3225, 0.3354, 0.2706, 0.2547, 0.1915, 0.3358, 0.2872, 0.3172, 0.3631, 0.3346, 0.3241, 0.5967, 0.3365, 0.3279], "energy_ha": -2163.75512, "charge": 0, "homo_lumo_gap_ev": 8.9, "smiles": "CNC(=O)[C@H](Cc1ccccc1)NC(C)=O.CC(=O)N1CCc2c1ccc(Cl)c2Cl", "e_homo_ha": -0.3106}


{"formula": "C12H15CrN3OSSe2Te2", "method": "wB97M-V/def2-TZVPD", "species": ["Cr", "O", "C", "C", "C", "C", "C", "C", "C", "C", "N", "H", "H", "H", "H", "H", "H", "H", "H", "H", "H", "H", "Se", "Te", "Te", "Se", "S", "C", "N", "C", "C", "C", "N", "H", "H", "H", "H"], "coordinates": [[0.36, 0.33, -0.49], [0.74, 0.10, 1.67], [0.64, -1.20, 2.30], [-0.78, -1.53, 2.72], [-1.80, -1.19, 1.62], [-1.54, -1.98, 0.36], [-2.22, -3.17, 0.16], [-1.94, -3.96, -0.94], [-0.93, -3.55, -1.80], [-0.29, -2.36, -1.54], [-0.59, -1.56, -0.50], [0.56, 0.78, 2.33], [1.31, -1.23, 3.16], [1.01, -1.91, 1.56], [-1.05, -0.98, 3.62], [-0.83, -2.60, 2.95], [-1.77, -0.13, 1.41], [-2.80, -1.43, 1.98], [-2.98, -3.46, 0.87], [-2.49, -4.87, -1.12], [-0.64, -4.14, -2.65], [0.50, -2.02, -2.19], [-0.23, 0.72, -2.82], [1.58, -0.08, -4.34], [3.67, 0.37, -2.66], [2.62, -0.62, -0.61], [-1.57, 1.99, -0.06], [-0.20, 2.92, -0.27], [-0.21, 4.27, -0.40], [0.93, 4.98, -0.59], [2.12, 4.32, -0.60], [2.10, 2.93, -0.47], [0.97, 2.25, -0.35], [-1.11, 4.73, -0.38], [0.83, 6.05, -0.71], [3.05, 4.85, -0.73], [3.02, 2.35, -0.48]], "mulliken_charge": [0.3918, -0.2758, -0.6431, -0.7452, -0.5474, 1.0406, -0.8052, -0.3615, -0.9979, -0.1640, 0.4783, 0.2694, 0.3950, 0.3689, 0.3699, 0.3867, -0.3198, 0.5026, 0.4364, 0.4365, 0.4410, 0.3480, -0.3345, -0.0468, -0.0690, -0.3382, -0.4220, 0.1246, 0.0159, -0.0860, -0.9874, 0.1715, 0.3786, 0.2844, 0.4259, 0.4194, 0.4587], "energy_ha": -7487.24733, "charge": 1, "homo_lumo_gap_ev": [5.3, 5.3], "de_lowest_kcal_mol": 4.66, "e_homo_ha": [-0.3504, -0.3533], "spin_multiplicity": 4}


{"formula": "H41O20", "method": "wB97M-V/def2-TZVPD", "species": ["O", "H", "O", "H", "H", "O", "H", "H", "O", "H", "H", "O", "H", "H", "O", "H", "H", "O", "H", "H", "O", "H", "H", "O", "H", "H", "O", "H", "H", "O", "H", "H", "O", "H", "H", "O", "H", "H", "O", "H", "H", "O", "H", "H", "O", "H", "H", "O", "H", "H", "O", "H", "H", "O", "H", "H", "O", "H", "H", "H", "H"], "coordinates": [[0.85, -1.33, 0.97], [4.22, 1.66, -4.38], [-2.13, -1.08, -1.08], [-2.49, -0.41, -1.66], [-2.26, -0.68, -0.18], [-6.15, 0.92, 0.76], [-5.25, 1.30, 0.71], [-5.96, -0.03, 0.72], [-0.81, -4.60, 2.59], [-0.38, -5.33, 2.06], [2.49, -0.87, -1.43], [1.04, 0.97, -4.75], [-3.99, 0.48, 0.62], [-1.46, -5.14, 3.05], [-3.37, 0.81, 1.27], [-3.75, 0.46, -3.36], [-3.69, 0.34, 2.03], [-4.55, 0.60, -2.82], [-4.56, 1.55, -2.49], [-1.04, -1.61, -2.37], [2.87, 0.33, -1.51], [2.70, 0.90, -0.73], [3.37, 0.91, -2.13], [4.52, -2.01, 0.83], [4.55, -1.08, 0.83], [0.66, 0.17, -5.12], [0.90, 2.93, -1.23], [0.24, 3.62, -1.21], [0.89, 2.25, -1.91], [1.44, 1.42, 1.97], [1.49, 1.66, 2.88], [0.39, -0.45, 0.70], [4.75, 2.28, -1.46], [5.39, 2.91, -1.03], [4.63, 2.82, -2.23], [-4.07, -3.30, 1.70], [-4.89, -3.51, 2.14], [-3.25, -3.70, 2.11], [3.44, 1.88, -3.83], [0.05, -1.84, 0.95], [3.01, 1.14, -4.25], [1.83, -1.71, -1.32], [0.57, 1.07, 1.93], [1.36, -1.31, -0.33], [-0.90, 0.88, 0.23], [-1.59, 1.21, 0.80], [-0.43, 1.56, -0.22], [0.26, 3.11, 3.97], [1.10, 3.56, 4.05], [-0.43, 3.73, 4.13], [-0.48, -2.20, -2.85], [1.07, -1.84, -1.94], [-1.27, -2.59, -3.29], [-0.88, 0.13, 3.54], [-0.83, 0.94, 4.03], [0.02, -0.26, 3.45], [1.54, -0.60, 3.39], [1.28, -1.44, 3.77], [2.14, -0.84, 2.68], [0.55, 1.66, -5.19], [5.20, -2.40, 1.43]], "mulliken_charge": [-0.5740, 0.3581, -0.6704, 0.2883, 0.2197, -0.5841, 0.4679, 0.3150, -0.6052, 0.3248, 0.5500, -0.5569, 0.0855, 0.3030, -0.6194, 0.3055, 0.3363, -0.6308, 0.3372, 0.3526, -0.4586, 0.2294, 0.3887, -0.5816, 0.3031, 0.2926, -0.6201, 0.2705, 0.3011, -0.4517, 0.3236, 0.0954, -0.5811, 0.2892, 0.2612, -0.6092, 0.3007, 0.3165, -0.6311, 0.3870, 0.2248, -0.5224, 0.2532, 0.4340, -0.2750, 0.2400, 0.1813, -0.5584, 0.2793, 0.2811, -0.7537, 0.4632, 0.3520, -0.6166, 0.2600, 0.3627, -0.6455, 0.3329, 0.3064, 0.2776, 0.2943], "energy_ha": -1529.07561, "charge": 1, "homo_lumo_gap_ev": 10.4, "de_lowest_kcal_mol": 82.00, "e_homo_ha": -0.4802}


{"formula": "C3H8N4O", "method": "wB97M-V/def2-TZVPD", "species": ["C", "C", "C", "H", "H", "H", "H", "H", "H", "H", "H", "N", "N", "N", "N", "O"], "coordinates": [[0.32, -0.15, -0.27], [-0.49, 1.92, 0.15], [0.06, 1.75, 1.51], [1.86, -2.55, -0.24], [1.26, -2.16, -2.50], [-1.20, -0.29, 1.08], [-1.04, -2.25, -0.93], [-0.21, 2.90, -0.28], [-1.34, 1.42, -0.12], [1.05, 2.17, 1.94], [-0.67, 0.91, 1.93], [0.85, -2.08, -1.24], [1.07, -0.61, -1.10], [-0.58, -0.79, 0.49], [0.62, 1.12, 0.13], [-1.53, -1.31, -0.56]], "mulliken_charge": [0.6293, -0.4440, -0.2963, 0.3188, 0.3205, 0.2452, 0.4375, 0.2592, 0.3378, 0.3371, 0.1452, -0.6195, -0.4027, -0.2641, -0.4617, -0.5423], "energy_ha": -413.00581, "charge": 0, "homo_lumo_gap_ev": 9.3, "de_lowest_kcal_mol": 257.43, "e_homo_ha": -0.3345}